Record 1
Below is one molecule with the formula C35H36N2O5 in a non-equilibrium geometry, with properties calculated with ωB97M-V with the def2-TZVPD basis set.

The calculation puts the maximum force at 2.95 eV Å⁻¹. The LUMO energy comes out at 0.72 eV. The frontier orbital gap comes out at 0.2800 hartree. The energy above the lowest of the compared OMol25 structures with the same formula, charge and spin is 0.0 kJ/mol. The structure (SMILES) is COc1ccc(C2([C@H](c3cc4c5c(c3)CCCN5CCC4)c3cn(C)c4ccccc34)C(=O)OC(C)(C)OC2=O)cc1.

Cartesian coordinates (Å):
C: 4.4746 -2.7576 -3.6240
O: 3.0470 -2.9970 -3.5658
C: 2.2531 -1.8781 -3.6061
C: 0.8610 -2.0800 -3.7829
C: -0.0321 -1.0505 -3.4757
C: 0.4528 0.1805 -2.9775
C: -0.3772 1.1241 -1.9901
C: -0.1398 2.6017 -2.5017
O: 0.9642 3.1045 -2.5682
O: -1.2095 3.3808 -2.8266
C: -2.6003 2.9211 -2.7430
C: -3.1324 3.1569 -1.3485
C: -3.3511 3.7765 -3.7733
O: -2.6060 1.5222 -3.0844
C: -1.8191 0.7365 -2.2404
O: -2.3027 -0.2702 -1.7477
C: 1.8282 0.4549 -3.1377
C: 2.7326 -0.5638 -3.4569
H: 4.9434 -3.7421 -3.5888
H: 4.7377 -2.2396 -4.5579
H: 4.8009 -2.1465 -2.7675
H: 0.5062 -3.0704 -4.0602
H: -1.1031 -1.2560 -3.5646
H: -2.6879 2.4248 -0.6663
H: -2.8626 4.1722 -1.0229
H: -4.2293 3.0567 -1.3544
H: -3.0063 3.5304 -4.7843
H: -4.4306 3.6109 -3.7039
H: -3.1372 4.8429 -3.5775
H: 2.2084 1.4703 -2.9885
H: 3.7981 -0.3486 -3.4655
C: -0.3164 5.6038 1.6937
N: -0.5013 4.1903 1.4173
C: 0.0612 3.4851 0.3749
C: -0.3695 2.1609 0.3975
C: 0.1345 1.0523 -0.4997
C: 0.4257 -0.2206 0.4174
C: 0.6695 -0.2605 1.8304
C: 0.7912 -1.4602 2.5559
C: 0.8692 -2.6911 1.8462
N: 0.9813 -3.8918 2.4933
C: 1.2379 -3.9595 3.9189
C: 0.4889 -2.8718 4.6496
C: 0.8046 -1.4875 4.0677
C: 1.3641 -5.0893 1.7771
C: 0.7253 -5.1613 0.4073
C: 0.9711 -3.8752 -0.3871
C: 0.8191 -2.6426 0.4317
C: 0.6130 -1.4334 -0.2267
C: -1.2556 2.0516 1.5347
C: -1.9986 1.0241 2.0943
C: -2.7131 1.2348 3.2796
C: -2.7109 2.5014 3.8803
C: -2.0366 3.5962 3.2998
C: -1.3218 3.3361 2.1349
H: -1.1332 5.9463 2.3410
H: 0.6523 5.8016 2.1815
H: -0.3416 6.1634 0.7537
H: 0.7390 3.9719 -0.3140
H: 1.1855 1.3267 -0.8071
H: 0.7459 0.6525 2.4270
H: 0.9237 -4.9469 4.2617
H: 2.3186 -3.8809 4.1350
H: -0.5857 -3.0576 4.5924
H: 0.7466 -2.9114 5.7093
H: 1.7915 -1.1548 4.4400
H: 0.0689 -0.7658 4.4602
H: 2.4642 -5.1304 1.6763
H: 1.0743 -5.9418 2.3992
H: 1.1494 -6.0214 -0.1151
H: -0.3495 -5.3484 0.5064
H: 1.9715 -3.9189 -0.8553
H: 0.2605 -3.8571 -1.2259
H: 0.5733 -1.4556 -1.3131
H: -2.0020 0.0521 1.6110
H: -3.2570 0.3956 3.7501
H: -3.2501 2.6365 4.8155
H: -2.0601 4.5848 3.7339

Record 2
Below is an isolated ion of composition C2H5N3P and charge +1 in a non-equilibrium geometry, with properties calculated with ωB97M-V with the def2-TZVPD basis set.

As for the charge: +1. The calculation puts the maximum force at 3.61 eV Å⁻¹. The LUMO energy comes out at -5.88 eV. The frontier orbital gap comes out at 0.3324 hartree. The energy above the lowest of the compared OMol25 structures with the same formula, charge and spin is 0.0 kJ/mol. The structure (SMILES) is C1=[NH+]CNP=N1.

Cartesian coordinates (Å):
C: -0.1793 1.0481 -1.1158
C: -0.0612 -0.3024 1.0153
N: 0.5312 0.2123 -1.7755
N: 0.6764 -1.3067 0.2805
N: -0.4708 0.8572 0.1544
P: 1.1211 -1.1596 -1.2933
H: -0.8658 1.7978 -1.5614
H: -1.0079 -0.8362 1.3627
H: 0.3933 0.2471 1.7564
H: 0.6237 -2.2361 0.5878
H: -0.7608 1.6785 0.5890

Record 3
Below is one molecule with the formula C5H14N2O in a non-equilibrium geometry, with properties calculated with ωB97M-V with the def2-TZVPD basis set.

The calculation puts the maximum force at 1.30 eV Å⁻¹. The LUMO energy comes out at 0.89 eV. The frontier orbital gap comes out at 0.3468 hartree. The energy above the lowest of the compared OMol25 structures with the same formula, charge and spin is 220.5 kJ/mol. The structure (SMILES) is C[C@@H](CO)NCCN.

Cartesian coordinates (Å):
N: 1.6899 2.2725 1.1410
C: 2.2382 1.2984 0.2268
C: 1.5536 -0.0895 0.2350
N: 0.3830 -0.1586 -0.6089
C: -2.0304 0.3097 -0.6414
C: -0.9169 -0.4744 0.0339
C: -1.1080 -2.0304 0.0209
O: -2.1590 -2.4986 -0.8209
H: 0.7199 2.5097 0.9564
H: 1.6962 1.9338 2.0932
H: 3.3003 1.1679 0.4397
H: 2.1545 1.6917 -0.7812
H: 2.2660 -0.8785 -0.0122
H: 1.2880 -0.3062 1.2743
H: 0.3119 0.6325 -1.2273
H: -2.4436 1.0720 0.0337
H: -2.8870 -0.2847 -0.9540
H: -1.6088 0.8737 -1.4574
H: -0.7907 -0.1890 1.0717
H: -0.1636 -2.4400 -0.3371
H: -1.4347 -2.3421 1.0041
H: -2.0588 -2.0699 -1.6902

Record 4
Below is a 3-piece molecular cluster, C5H16N2S overall in a non-equilibrium geometry, with properties calculated with ωB97M-V with the def2-TZVPD basis set.

The calculation puts the maximum force at 3.06 eV Å⁻¹. The LUMO energy comes out at -1.83 eV. The frontier orbital gap comes out at 0.2593 hartree. The energy above the lowest of the compared OMol25 structures with the same formula, charge and spin is 408.5 kJ/mol.

Cartesian coordinates (Å):
N: -2.3166 0.7809 1.4204
C: -2.8528 -0.1879 0.4525
C: -1.7831 -1.2174 -0.0956
N: -1.3158 -0.8064 -1.4234
H: -3.0787 1.4054 1.6901
H: -1.5638 1.4404 -0.9521
H: -1.6063 1.3421 0.9219
H: -3.6427 -0.7906 0.9376
H: -3.1835 0.3483 -0.4621
H: -0.9898 -1.3132 0.6566
H: -2.2301 -2.2083 -0.1563
H: -0.6415 -0.0183 -1.2882
H: -0.8546 -1.6038 -1.8674
C: 2.7527 -0.8362 -0.6187
C: 2.9871 0.5326 0.0178
C: 1.6687 1.0735 0.6973
S: 0.4754 1.7683 -0.4765
H: 2.3605 -1.6593 0.0589
H: 3.7592 -1.1999 -1.0102
H: 1.9213 -0.7560 -1.3619
H: 3.7617 0.4273 0.7640
H: 3.2671 1.2585 -0.6997
H: 1.9358 1.8582 1.3972
H: 1.1696 0.3617 1.3977

Record 5
Below is a 3-piece molecular cluster, C27H63BrFN3O6P2 overall in a non-equilibrium geometry, with properties calculated with ωB97M-V with the def2-TZVPD basis set.

As for the charge: -2. The calculation puts the maximum force at 1.43 eV Å⁻¹. The LUMO energy comes out at 3.27 eV. The frontier orbital gap comes out at 0.1020 hartree.

Cartesian coordinates (Å):
C: -4.1706 -5.0449 0.8096
C: -3.6902 -3.6430 1.1636
C: -2.6697 -3.6224 2.3110
C: -1.5871 -2.5419 2.2233
P: 0.1402 -2.7455 1.2766
C: -0.5492 -4.3216 0.2966
N: 0.2558 -4.9891 -0.7582
C: 0.6427 -1.1078 2.3138
C: 1.5890 -0.0389 1.7883
C: 1.6868 1.0865 2.8025
Br: 2.0698 2.8716 1.9978
C: -0.4972 -1.6349 -0.2279
C: -0.1485 -2.0227 -1.6512
C: -1.3071 -2.5310 -2.4824
F: 0.3002 -0.8572 -2.3703
C: 0.7647 -3.9713 2.7214
O: 0.4881 -3.6693 3.9052
O: 1.3751 -5.0036 2.2761
P: 2.4097 -3.1049 0.3920
C: 2.9347 -1.6653 -0.7120
C: 3.4295 -2.8586 1.9528
C: 4.7642 -2.1290 1.8230
H: -4.9742 -5.0323 0.0686
H: -3.3435 -5.6292 0.4044
H: -4.5462 -5.5618 1.6963
H: -4.5578 -3.0402 1.4472
H: -3.2518 -3.1924 0.2734
H: -3.2469 -3.4403 3.2280
H: -2.2398 -4.6141 2.4642
H: -1.2703 -2.3407 3.2436
H: -2.0845 -1.6193 1.8899
H: -1.5064 -4.0731 -0.1641
H: -0.7644 -5.0293 1.0958
H: -0.3386 -5.2701 -1.5306
H: 0.6863 -5.8218 -0.3796
H: 0.9978 -1.4645 3.2825
H: -0.2952 -0.5818 2.5325
H: 1.2675 0.3711 0.8336
H: 2.5927 -0.4221 1.6344
H: 0.7577 1.2401 3.3387
H: 2.5107 0.9548 3.4960
H: -1.5833 -1.7172 -0.1367
H: -0.2992 -0.5692 -0.1157
H: 0.6827 -2.7199 -1.7039
H: -1.0428 -2.4615 -3.5383
H: -1.5583 -3.5600 -2.2403
H: -2.1813 -1.8986 -2.3217
H: 2.9533 -2.0494 -1.7329
H: 3.9481 -1.3277 -0.4897
H: 2.2870 -0.7944 -0.7234
H: 2.8441 -2.4235 2.7664
H: 3.6295 -3.8801 2.2664
H: 5.2335 -2.0180 2.8066
H: 5.4610 -2.6951 1.1996
H: 4.6733 -1.1290 1.4012
C: 4.6736 8.7484 7.5260
O: 4.7562 8.9189 6.1300
C: 5.4713 7.8875 5.4540
C: 4.5590 7.0823 4.5587
N: 3.6226 6.2967 5.3424
C: 2.6130 5.5869 4.5557
C: 1.6078 6.4231 3.7821
O: 0.7314 7.1859 4.6037
C: 1.1898 8.4679 4.9590
H: 4.1781 9.6309 7.9285
H: 4.0962 7.8599 7.8044
H: 5.6680 8.6656 7.9795
H: 5.9547 7.2294 6.1827
H: 6.2494 8.3621 4.8491
H: 5.1713 6.4011 3.9600
H: 4.0700 7.7804 3.8622
H: 3.1591 6.9065 6.0044
H: 2.0572 4.9415 5.2386
H: 3.1176 4.9251 3.8487
H: 0.9807 5.7321 3.2167
H: 2.0941 7.0872 3.0561
H: 1.8143 8.9038 4.1719
H: 1.7671 8.4718 5.8904
H: 0.3150 9.1044 5.1026
C: -1.8915 -0.1634 -8.8981
O: -3.2776 -0.0553 -8.6538
C: -4.0779 -1.0197 -9.3196
C: -4.7238 -1.9653 -8.3316
N: -3.7304 -2.8275 -7.7157
C: -4.2319 -3.6665 -6.6324
C: -4.7227 -2.9701 -5.3687
O: -3.7026 -2.3134 -4.6578
C: -3.4349 -0.9756 -5.0202
H: -1.4125 0.6728 -8.3933
H: -1.4706 -1.0961 -8.5084
H: -1.6707 -0.1056 -9.9701
H: -3.4744 -1.5843 -10.0380
H: -4.8580 -0.4853 -9.8712
H: -5.4465 -2.5913 -8.8663
H: -5.2858 -1.3575 -7.6073
H: -2.9760 -2.2548 -7.3570
H: -3.4267 -4.3435 -6.3395
H: -5.0449 -4.2867 -7.0276
H: -5.1119 -3.7430 -4.7001
H: -5.5504 -2.2768 -5.5752
H: -4.3411 -0.4693 -5.3710
H: -2.6661 -0.8968 -5.7960
H: -3.0597 -0.4689 -4.1323

Record 6
Below is C26H40BrF3GeN5Ru as an isolated structure in a non-equilibrium geometry, with properties calculated with ωB97M-V with the def2-TZVPD basis set.

As for the charge: +2. The calculation puts the maximum force at 2.32 eV Å⁻¹. The expectation value of S² is 0.769. The LUMO energy (spin up / spin down) comes out at -7.41 / -7.35 eV. The frontier orbital gap (spin up / spin down) comes out at 0.1721 / 0.1657 hartree. The energy above the lowest of the compared OMol25 structures with the same formula, charge and spin is 521.5 kJ/mol. Its spin multiplicity is 2.

Cartesian coordinates (Å):
Ru: 0.2465 1.0103 0.3566
N: 0.6184 0.7682 2.7965
C: 2.0085 0.5018 3.1840
C: 2.9151 1.3683 2.3351
N: 2.7325 1.0185 0.9132
H: 0.3746 1.7067 3.0995
H: -0.0178 0.1430 3.2776
H: 2.2292 -0.5532 3.0043
H: 2.1898 0.7089 4.2407
H: 3.9508 1.2350 2.6544
H: 2.6487 2.4179 2.4668
H: 3.1159 0.0902 0.7698
H: 3.2721 1.6597 0.3412
C: 3.1899 -2.1362 -0.8425
N: 2.6268 -1.3216 -1.9445
C: 3.4635 -1.4097 -3.1670
C: 1.1875 -1.6573 -2.2641
C: 0.4891 -0.4015 -2.7146
C: 0.1089 -0.2752 -4.0491
C: -0.4942 0.8848 -4.5042
C: -0.7237 1.9247 -3.6191
C: -0.3407 1.7957 -2.2896
C: 0.2773 0.6385 -1.8024
H: 4.2109 -1.8193 -0.6338
H: 3.2116 -3.1840 -1.1345
H: 2.5626 -2.0317 0.0432
H: 2.5836 -0.3461 -1.6335
H: 3.5309 -2.4543 -3.4636
H: 4.4654 -1.0272 -2.9848
H: 3.0016 -0.8340 -3.9663
H: 0.7249 -2.0562 -1.3649
H: 1.1784 -2.4237 -3.0368
H: 0.2753 -1.0976 -4.7360
H: -0.7756 0.9767 -5.5443
H: -1.2031 2.8329 -3.9608
H: -0.5409 2.6341 -1.6249
F: -6.7934 1.7965 -0.3351
C: -6.3713 0.8862 0.5518
F: -6.8838 -0.2987 0.2145
F: -6.8542 1.2286 1.7526
C: -4.8599 0.8532 0.5843
C: -4.1697 2.0278 0.8447
C: -2.7895 1.9859 0.8536
N: -2.0926 0.8651 0.6409
C: -2.7706 -0.2560 0.3839
C: -4.1523 -0.3121 0.3458
H: -4.6969 2.9513 1.0394
H: -2.2205 2.8864 1.0360
H: -2.1862 -1.1497 0.2068
H: -4.6639 -1.2409 0.1398
Br: 0.2095 7.9836 0.3824
C: 0.3769 6.1213 0.5794
C: -0.2548 5.4625 1.6263
C: -0.1319 4.0892 1.7068
N: 0.5655 3.3555 0.8327
C: 1.2015 4.0105 -0.1471
C: 1.1333 5.3795 -0.3185
H: -0.8277 6.0084 2.3622
H: -0.6141 3.5580 2.5204
H: 1.7918 3.4058 -0.8257
H: 1.6551 5.8586 -1.1344
C: -0.0540 -4.6917 -0.8847
Ge: -0.1571 -4.0132 0.9625
C: -1.9385 -4.4850 1.6722
C: 1.2658 -4.8683 2.0212
C: 0.1335 -2.0992 1.1715
H: -0.2036 -5.7704 -0.8219
H: 0.9160 -4.5310 -1.3533
H: -0.8348 -4.2921 -1.5321
H: -2.0087 -5.5723 1.6638
H: -2.7219 -4.0789 1.0334
H: -2.0827 -4.1302 2.6907
H: 1.1631 -5.9500 1.9350
H: 1.2069 -4.6083 3.0775
H: 2.2542 -4.5920 1.6515
H: 0.2406 -1.7778 2.1995
H: -0.0737 -1.2831 0.4681

Record 7
Below is a 2-piece molecular cluster, C20H37IN3O5P overall in a non-equilibrium geometry, with properties calculated with ωB97M-V with the def2-TZVPD basis set.

The calculation puts the maximum force at 3.05 eV Å⁻¹. The LUMO energy comes out at -2.46 eV. The frontier orbital gap comes out at 0.0733 hartree.

Cartesian coordinates (Å):
C: 4.0947 -1.7009 0.9805
C: 4.3066 -0.7913 -0.3082
O: 5.6199 -0.9064 -0.8755
C: 3.1787 -1.1165 -1.3551
O: 3.2882 -2.4841 -1.9000
C: 2.0341 -3.0591 -1.6595
C: 0.9437 -2.6518 -2.5230
C: -0.4220 -3.2237 -2.2582
C: -0.5666 -4.1656 -1.1257
C: -1.9998 -4.7387 -0.7906
C: -2.6520 -3.6239 0.1635
O: -3.4886 -4.1764 1.1862
C: -3.3127 -2.4461 -0.6443
N: -3.2120 -1.1763 0.1317
C: 0.6015 -4.5488 -0.3336
P: 0.5230 -5.7717 1.0852
O: 2.0497 -6.5406 1.0271
I: 0.3407 -4.5091 3.1925
N: 1.8689 -3.9792 -0.6299
H: 4.2748 -1.1047 1.9144
H: 4.8187 -2.5679 1.0148
H: 3.0463 -2.1141 1.0032
H: 4.1704 0.2782 0.0273
H: 6.1738 -0.2638 -0.3986
H: 3.2426 -0.3618 -2.1883
H: 2.2002 -1.0044 -0.8058
H: 1.0339 -1.9317 -3.3650
H: -1.3063 -2.9522 -2.8873
H: -1.8824 -5.6515 -0.1508
H: -2.6091 -4.9217 -1.7162
H: -1.7604 -3.1606 0.6959
H: -3.0323 -4.0044 2.0298
H: -2.8250 -2.2733 -1.6418
H: -4.3973 -2.6858 -0.8075
H: -2.3556 -1.1620 0.6870
H: -3.2183 -0.4120 -0.5456
H: 2.6982 -5.9997 1.5260
H: 2.6747 -4.2335 -0.0610
C: -2.8358 4.6794 1.2532
C: -1.8818 4.4330 0.0680
C: -0.6608 5.3668 0.1860
C: 0.3191 5.0200 1.3056
C: 0.3340 3.5323 1.6601
C: -0.1640 2.5962 0.5412
N: -1.5126 3.0089 0.1607
O: -2.0500 2.2330 -0.7951
C: -0.2375 1.1915 1.1526
C: 0.8601 2.5675 -0.6064
C: -2.6193 4.8578 -1.2104
H: -3.7280 4.0549 1.1728
H: -3.1666 5.7232 1.2876
H: -2.3635 4.4542 2.2119
H: -0.1126 5.3629 -0.7614
H: -0.9922 6.4024 0.3172
H: 1.3217 5.3413 1.0068
H: 0.0787 5.5967 2.2032
H: 1.3432 3.2491 1.9751
H: -0.2931 3.3887 2.5463
H: -0.9906 1.1466 1.9437
H: 0.7220 0.9044 1.5957
H: -0.4885 0.4365 0.4028
H: 1.8373 2.2383 -0.2360
H: 1.0059 3.5435 -1.0731
H: 0.5640 1.8677 -1.3917
H: -2.8941 5.9153 -1.1578
H: -3.5447 4.2990 -1.3560
H: -1.9933 4.7256 -2.0964

Record 8
Below is a 2-piece molecular cluster, C11H13N overall in a non-equilibrium geometry, with properties calculated with ωB97M-V with the def2-TZVPD basis set.

The calculation puts the maximum force at 2.21 eV Å⁻¹. The LUMO energy comes out at 0.43 eV. The frontier orbital gap comes out at 0.3467 hartree. The energy above the lowest of the compared OMol25 structures with the same formula, charge and spin is 692.6 kJ/mol. The structure (SMILES) is C#CC(=C)C=C.C#CCN1CC1.

Cartesian coordinates (Å):
C: 1.5272 2.6095 -0.2529
C: 1.0791 1.5005 -0.2878
C: 0.5655 0.1109 -0.3291
C: 2.8596 -0.7705 -0.7474
C: 2.6627 -0.7390 0.7214
C: -1.3962 -1.1965 1.7604
C: -1.8705 -0.0153 1.3493
C: -2.2328 0.3088 -0.0410
C: -2.7035 1.5139 -0.3847
C: -2.0581 -0.7145 -1.0439
C: -1.9046 -1.5836 -1.8726
H: 1.9158 3.6538 -0.2220
H: -0.1229 -0.0098 0.4738
H: 0.0722 -0.0426 -1.2932
H: 3.2875 -1.6556 -1.2294
H: 3.0765 0.1889 -1.2259
H: 2.9386 -1.5950 1.3433
H: 2.7479 0.2450 1.2008
H: -1.1504 -1.3506 2.7991
H: -1.2307 -2.0003 1.0565
H: -2.0476 0.7948 2.0579
H: -2.9569 1.7558 -1.4042
H: -2.8256 2.2986 0.3651
H: -1.7769 -2.3505 -2.6210
N: 1.5443 -0.9566 -0.1725

Question: The highest maximum force belongs to which entry?
Answer: C2H5N3P

Question: Which formula does entry 2 have?
Answer: C2H5N3P

Question: Number 4 is which compound?
Answer: C5H16N2S

Question: maximum force of number 1 (C35H36N2O5)?
Answer: 2.95 eV Å⁻¹